1.
Density functional theory data (ωB97M-V with the def2-TZVPD basis set) for 15 unconnected molecules or ions with the total composition C19H68N8O15.

```
110
C19H68N8O15 | the Open Molecules 2025 dataset | ωB97M-V with the def2-TZVPD basis set
C 2.285 -3.025 -10.803
C 2.440 -1.989 -9.728
O 3.473 -2.373 -8.838
H 1.756 -3.890 -10.365
H 3.171 -3.439 -11.224
H 1.655 -2.649 -11.566
H 1.553 -1.770 -9.268
H 3.032 -1.179 -10.035
H 4.007 -1.624 -8.723
C -1.109 -1.806 -8.295
C -1.061 -0.907 -9.484
O -0.857 -1.660 -10.664
H -0.139 -2.347 -8.151
H -1.945 -2.431 -8.334
H -1.258 -1.182 -7.481
H -0.267 -0.206 -9.519
H -2.039 -0.417 -9.495
H -0.641 -1.058 -11.323
C -5.036 -0.605 -15.084
C -3.769 0.049 -15.751
O -4.074 0.754 -16.944
H -5.180 -1.467 -15.672
H -5.806 0.154 -15.222
H -4.980 -0.691 -14.044
H -3.072 -0.675 -16.147
H -3.344 0.776 -15.054
H -3.213 1.153 -17.109
C 2.409 1.555 -18.239
C 2.120 1.558 -16.796
O 3.140 2.337 -16.184
H 3.431 1.142 -18.431
H 2.349 2.532 -18.665
H 1.634 0.872 -18.746
H 2.138 0.608 -16.324
H 1.166 2.044 -16.653
H 3.117 3.226 -16.621
C -1.052 0.909 -17.737
O -0.531 -0.028 -16.807
N -1.010 0.759 -19.029
N -1.757 1.930 -17.437
H -0.311 0.126 -19.354
H -1.414 1.430 -19.772
H -1.464 2.152 -16.413
H -1.998 2.701 -18.119
C 1.701 4.310 -13.744
O 0.836 4.851 -12.756
N 1.756 3.052 -14.055
N 2.309 5.065 -14.647
H 1.501 2.346 -13.295
H 2.305 2.682 -14.806
H 1.969 6.051 -14.552
H 2.476 4.920 -15.657
C 1.490 1.228 -11.439
O 2.547 0.424 -11.829
N 1.644 2.082 -10.465
N 0.481 1.442 -12.180
H 2.557 1.894 -9.932
H 0.955 2.843 -10.272
H 0.161 0.804 -12.930
H -0.253 2.187 -11.953
C 5.316 -0.710 -16.351
O 5.264 -0.560 -17.760
N 4.840 0.107 -15.560
N 5.888 -1.752 -15.780
H 4.343 0.928 -15.992
H 4.410 -0.095 -14.619
H 6.680 -2.262 -16.134
H 5.735 -1.911 -14.820
C 5.204 -1.263 -12.348
O 4.033 -1.346 -13.175
H 4.938 -1.419 -11.330
H 5.678 -0.226 -12.407
H 5.972 -1.963 -12.688
H 3.271 -0.828 -12.781
C -1.692 3.739 -15.052
O -0.836 2.622 -15.123
H -2.236 3.739 -14.213
H -2.287 3.903 -15.921
H -1.135 4.686 -14.958
H 0.007 2.758 -14.739
C -2.868 0.410 -12.121
O -4.077 -0.245 -11.749
H -2.948 0.837 -13.131
H -1.980 -0.220 -12.197
H -2.666 1.392 -11.541
H -4.056 -0.521 -10.829
C 2.017 -4.145 -14.758
O 1.694 -4.918 -13.723
H 2.683 -3.327 -14.468
H 1.107 -3.839 -15.188
H 2.671 -4.616 -15.448
H 1.169 -4.388 -13.130
C -1.778 -2.838 -13.942
O -0.613 -3.172 -13.116
H -1.471 -2.274 -14.811
H -2.494 -2.271 -13.372
H -2.408 -3.692 -14.133
H -0.971 -3.459 -12.295
C 2.438 -2.122 -17.582
O 2.688 -3.350 -18.216
H 3.038 -2.049 -16.627
H 1.466 -2.126 -17.073
H 2.640 -1.223 -18.203
H 2.610 -3.217 -19.139
C 1.042 -0.874 -14.174
O -0.225 -0.212 -14.120
H 1.007 -1.607 -14.937
H 1.359 -1.459 -13.244
H 1.877 -0.210 -14.322
H -0.531 -0.073 -15.019
```

The molecular weight is 648.794 g mol⁻¹. The energy relative to the best compared isomer or geometry (same formula, charge and spin) comes out at 110.3 kcal/mol. The electronic energy comes out at -63431.032 eV. The orbital gap comes out at 0.29618 Eh.



2.
Density functional theory data (ωB97M-V with the def2-TZVPD basis set) for a molecular structure, C11H12F5N2O3Pd.

```
34
C11H12F5N2O3Pd | the Open Molecules 2025 dataset | ωB97M-V with the def2-TZVPD basis set
Pd -0.523 -1.133 1.744
C -0.478 2.517 -0.477
O 0.891 2.409 -0.859
C 1.816 1.910 0.010
O 2.957 1.800 -0.362
N 1.338 1.651 1.264
N 2.130 0.863 2.133
H -0.987 2.966 -1.327
H -0.605 3.165 0.394
H -0.911 1.535 -0.273
H 0.346 1.460 1.344
H 1.589 -0.004 2.247
H 2.116 1.339 3.027
C 1.856 -1.589 -0.455
O 1.702 -2.669 0.483
C 0.735 -2.574 1.372
C 0.740 -3.838 2.187
H 2.921 -1.412 -0.578
H 1.364 -0.703 -0.067
H 1.398 -1.887 -1.397
H 1.499 -4.558 1.865
H -0.254 -4.283 2.134
H 0.897 -3.567 3.233
F -0.441 1.341 3.949
C -1.582 1.421 3.208
C -1.826 0.497 2.211
C -3.015 0.712 1.538
F -3.386 -0.113 0.523
C -3.894 1.747 1.807
F -5.038 1.908 1.113
C -3.593 2.640 2.821
F -4.434 3.649 3.111
C -2.421 2.476 3.534
F -2.127 3.340 4.524
```

The net charge is -1. The molecular weight is 421.638 g mol⁻¹. The energy relative to the best compared isomer or geometry (same formula, charge and spin) comes out at 0.0 kcal/mol. The electronic energy comes out at -37790.091 eV. The orbital gap comes out at 0.25563 Eh.



3.
Density functional theory data (ωB97M-V with the def2-TZVPD basis set) for a molecular structure, C19H28ClO6V.

```
55
C19H28ClO6V | the Open Molecules 2025 dataset | ωB97M-V with the def2-TZVPD basis set
O 0.529 0.327 -4.834
C 0.357 1.625 -5.482
C 0.117 1.027 -6.875
H 1.271 2.232 -5.419
H -0.512 2.166 -5.083
C 0.335 -0.323 -6.124
H 0.892 1.262 -7.613
H -0.900 1.164 -7.261
C 1.566 -1.062 -6.609
H 2.440 -0.402 -6.648
H 1.379 -1.451 -7.619
H 1.781 -1.912 -5.952
C -0.884 -1.221 -6.134
H -1.781 -0.674 -5.823
H -0.724 -2.073 -5.463
H -1.044 -1.610 -7.148
V -0.094 -0.185 3.388
C -2.091 -0.488 4.342
C -1.835 0.922 4.510
C -1.838 1.525 3.206
H -1.822 1.441 5.454
C -2.167 0.522 2.251
C -2.293 -0.731 2.931
H -2.619 -1.670 2.481
H -2.216 -1.206 5.142
H -1.701 2.580 2.989
H -2.480 0.703 1.222
C 1.230 -1.610 4.640
C 0.361 -2.338 3.749
C 0.805 -2.086 2.404
H -0.429 -3.024 4.048
C 1.925 -1.184 2.471
C 2.158 -0.872 3.837
H 2.929 -0.210 4.210
H 1.282 -1.778 5.698
H 0.455 -2.601 1.507
H 2.554 -0.883 1.633
O 0.287 0.584 0.950
C -0.043 -0.282 -0.167
C -0.326 0.622 -1.350
H -0.893 -0.923 0.107
H 0.820 -0.935 -0.365
C 0.565 1.830 -1.053
H -1.381 0.927 -1.313
H -0.132 0.160 -2.320
C 0.505 1.927 0.461
H 0.250 2.742 -1.561
H 1.590 1.596 -1.360
H -0.342 2.557 0.776
H 1.425 2.320 0.913
O -0.731 1.208 7.442
Cl 0.145 0.188 6.895
O 1.368 0.038 7.645
O -0.562 -1.099 6.822
O 0.517 0.638 5.454
```

Its expectation value of S² is 2.04. As for the spin multiplicity: 3. The molecular weight is 438.824 g mol⁻¹. The energy relative to the best compared isomer or geometry (same formula, charge and spin) comes out at 2.9 kcal/mol. The electronic energy comes out at -70642.145 eV. The orbital gap (alpha / beta) comes out at 0.29318 / 0.33408 Eh.



4.
Density functional theory data (ωB97M-V with the def2-TZVPD basis set) for a molecular structure, H10HfO13S2.

```
26
H10HfO13S2 | the Open Molecules 2025 dataset | ωB97M-V with the def2-TZVPD basis set
Hf -0.066 -0.055 -0.028
S 1.227 -1.698 2.087
O 1.786 -0.690 1.136
O 1.803 -3.009 1.883
O 1.218 -1.195 3.437
O -0.143 -1.657 1.512
S -1.409 1.705 -2.043
O -0.593 0.446 -2.150
O -2.699 1.558 -2.680
O -1.452 1.627 -0.560
O -0.639 2.846 -2.481
O 1.909 0.140 -1.389
H 2.812 -0.103 -1.136
H 1.983 0.719 -2.162
O -0.852 0.865 2.012
H -0.986 0.260 2.763
H -1.069 1.750 2.332
O 1.198 1.946 0.535
H 1.791 2.009 1.297
H 1.163 2.830 0.138
O 0.162 -2.009 -1.255
H -0.142 -2.214 -2.150
H 0.762 -2.728 -0.994
O -2.243 -0.945 -0.074
H -2.478 -1.644 0.557
H -3.043 -0.753 -0.586
```

The molecular weight is 460.691 g mol⁻¹. The energy relative to the best compared isomer or geometry (same formula, charge and spin) comes out at 0.0 kcal/mol. The electronic energy comes out at -49763.470 eV. The orbital gap comes out at 0.33847 Eh.



5.
Density functional theory data (ωB97M-V with the def2-TZVPD basis set) for a molecular structure, CH2CoFLiO.

```
7
CH2CoFLiO | the Open Molecules 2025 dataset | ωB97M-V with the def2-TZVPD basis set
C 1.370 -0.388 -0.372
O -2.066 0.510 0.723
Li -2.686 -1.072 0.756
Co -0.900 1.422 -0.094
F 0.881 0.909 -0.537
H 2.106 -0.640 -1.131
H 1.295 -0.742 0.654
```

Its expectation value of S² is 6.01. As for the spin multiplicity: 5. The net charge is +1. The molecular weight is 114.898 g mol⁻¹. The energy relative to the best compared isomer or geometry (same formula, charge and spin) comes out at 29.8 kcal/mol. The electronic energy comes out at -43656.079 eV. The orbital gap (alpha / beta) comes out at 0.35197 / 0.30670 Eh.



6.
Density functional theory data (ωB97M-V with the def2-TZVPD basis set) for a molecular structure, C25H25N4O6PSnTe.

```
63
C25H25N4O6PSnTe | the Open Molecules 2025 dataset | ωB97M-V with the def2-TZVPD basis set
Sn 0.434 -0.780 -0.194
C 9.577 9.545 -0.126
O 8.196 9.567 0.226
C 7.493 8.433 0.139
C 8.018 7.209 -0.278
C 7.193 6.099 -0.329
C 5.851 6.179 0.030
C 5.336 7.414 0.447
C 6.143 8.523 0.501
C 4.964 5.029 -0.011
N 3.682 5.042 0.314
C 3.251 3.771 0.132
C 4.273 2.948 -0.311
N 5.365 3.773 -0.398
C 4.092 1.566 -0.564
C 5.081 0.651 -0.991
C 4.764 -0.673 -1.171
C 3.459 -1.105 -0.928
N 2.522 -0.252 -0.535
C 2.800 1.060 -0.354
C 1.722 1.896 0.104
N 0.501 1.321 0.297
C -0.505 2.053 0.752
C -0.357 3.412 1.033
C 0.857 4.017 0.833
C 1.937 3.254 0.359
H 9.934 10.559 0.021
H 9.707 9.260 -1.171
H 10.132 8.865 0.523
H 9.055 7.114 -0.563
H 7.633 5.165 -0.660
H 4.295 7.485 0.727
H 5.760 9.482 0.821
H 6.297 3.532 -0.689
H 6.093 0.989 -1.168
H 5.502 -1.394 -1.491
H 3.175 -2.144 -1.039
H -1.444 1.537 0.897
H -1.206 3.965 1.409
H 1.010 5.070 1.035
C -4.469 1.340 -0.158
C -3.836 0.690 -1.360
O -3.771 -0.766 -1.158
P -2.451 -1.477 -0.742
O -1.688 -0.710 0.349
Te -0.737 -1.589 -2.488
O -2.844 -2.925 -0.393
C -4.007 -3.326 0.447
C -4.416 -4.707 0.022
H -4.539 2.416 -0.324
H -3.874 1.162 0.737
H -5.475 0.958 0.006
H -2.824 1.058 -1.551
H -4.422 0.809 -2.267
H -4.795 -2.593 0.292
H -3.659 -3.287 1.477
H -4.748 -4.714 -1.015
H -5.245 -5.035 0.649
H -3.598 -5.414 0.142
O 1.206 -2.766 0.538
C 1.162 -2.296 1.705
O 0.688 -1.130 1.857
H 1.509 -2.862 2.570
```

The net charge is +2. The molecular weight is 754.782 g mol⁻¹. The energy relative to the best compared isomer or geometry (same formula, charge and spin) comes out at 0.0 kcal/mol. The electronic energy comes out at -66981.318 eV. The orbital gap comes out at 0.20148 Eh.



Question: Which formula does entry 1 have?
Answer: C19H68N8O15



Question: Which value of electronic energy does entry 4 give?
Answer: -49763.470 eV



Question: Which formula does entry 3 have?
Answer: C19H28ClO6V



Question: What is the formula in the fourth record?
Answer: H10HfO13S2